The following is a quantum chemistry calculation of C28H41F3N7OPSbSe4Tc as an isolated structure, from the OMol25 dataset.

* DFT total energy: -329730.467 eV
* highest occupied orbital energy: -0.4670 Ha
* orbital gap: 5.93 eV
* LUMO energy: -6.8 eV

The geometry in ORCA input format:
```
! wB97M-V def2-TZVPD RIJCOSX def2/J DEFGRID3
* xyz 2 1
Sb 3.7665 1.1417 0.9561
Tc 1.1498 -1.2083 -0.6455
Se 3.4166 -0.5767 -0.8822
Se 5.6484 2.4618 0.0180
Se 3.3162 0.9807 3.2579
Se 3.3607 3.2383 -0.3182
P -0.9476 1.3068 -0.5098
F 3.9153 -4.1608 7.8136
F 1.8713 -4.8412 8.0085
F 2.3813 -2.8006 8.5035
O -0.1780 -2.9446 -0.7858
N 0.3869 0.2777 -0.4855
N 1.4984 -2.7435 -2.1983
N 1.2331 -4.4632 -3.6079
N -0.5758 2.5781 -1.4305
N 3.0117 -2.9825 -3.9860
N -1.1902 1.7970 0.9990
N -2.1345 0.3808 -1.0846
C 0.1293 -4.6005 -2.6497
C -0.4016 4.7780 -3.1328
C -0.4125 3.0737 3.2147
C -0.9473 0.8532 2.1397
C 3.3845 -2.8195 5.4779
C -0.0974 2.2909 -2.8128
C -2.0696 -0.5072 -2.2644
C -2.1266 2.8911 1.3846
C 0.8273 -3.1086 4.4100
C -0.8958 1.6449 3.4541
C -2.8886 0.0599 -3.4218
C 2.6368 -3.8051 7.6517
C 1.6146 -2.1302 2.3001
C 1.0789 -3.5137 5.7085
C 3.1322 -2.4000 4.1851
C 2.3595 -3.3747 6.2302
C 1.8553 -2.5503 3.6441
C 1.4395 -5.3393 -4.7666
C -0.0104 3.8395 -0.8452
C 0.5586 4.7219 -1.9513
C -0.5505 3.3834 -3.7729
C 0.4123 -3.4129 -1.7841
C -1.4316 3.8420 2.3605
C 1.9589 -3.3927 -3.3143
C -4.3329 0.3129 -2.9857
C 1.4609 -1.7553 1.1511
C -4.3746 1.2039 -1.7444
C -3.5359 0.5939 -0.6306
H 0.9922 2.2092 -2.7849
H -5.3995 1.3327 -1.3933
H -2.4402 1.0024 -3.7478
H 0.0040 0.3538 1.9841
H 0.8498 -6.2399 -4.6259
H -0.8146 4.3864 -0.3626
H -1.3730 5.1293 -2.7751
H -0.2264 1.1171 4.1331
H -1.7371 0.0960 2.1635
H -1.0325 -0.6695 -2.5571
H 0.0533 3.3036 -4.6788
H 0.1810 -5.5323 -2.0863
H -3.9290 -0.3885 -0.3559
H 0.7360 3.6088 -0.0820
H -2.1967 4.2960 2.9934
H -2.4792 -1.4749 -1.9577
H 0.5575 3.0417 2.7126
H -0.1585 -3.2212 3.9768
H 1.1268 -4.8481 -5.6871
H 3.3674 -3.4863 -4.7821
H -4.8995 0.7628 -3.8006
H -1.8814 1.6633 3.9280
H 0.7117 5.7142 -1.5256
H 2.4844 -5.6389 -4.8326
H -2.9859 2.4199 1.8677
H -0.8479 -4.5279 -3.1268
H -0.9383 4.6532 1.8242
H -1.5882 3.2174 -4.0655
H -3.9808 2.1980 -1.9853
H -2.5081 3.3960 0.4981
H -0.2555 3.5869 4.1634
H 1.5376 4.3651 -2.2773
H -0.0612 5.5010 -3.8720
H 3.9147 -1.9540 3.5869
H 4.3744 -2.7163 5.9017
H -0.4733 1.3217 -3.1363
H 0.2911 -3.9432 6.3122
H -3.5448 1.2047 0.2636
H 3.5296 -2.1851 -3.6487
H -2.8502 -0.6308 -4.2657
H -4.8132 -0.6447 -2.7548
*
```

=====

The following is a quantum chemistry calculation of C28H42As2AuN8O8S as an isolated structure, from the OMol25 dataset.

* DFT total energy: -194216.969 eV
* highest occupied orbital energy: -0.3808 Ha
* orbital gap: 8.44 eV
* energy above the lowest of the compared OMol25 structures with the same formula, charge and spin: 20.8 kcal per mole
* LUMO energy: -1.9 eV

The geometry in ORCA input format:
```
! wB97M-V def2-TZVPD RIJCOSX def2/J DEFGRID3
* xyz 1 1
Au 0.3735 0.2141 0.9691
As -0.6309 2.0834 -3.9038
As -1.7256 0.0866 -1.5141
S -0.4747 -0.3806 3.1406
O -0.1085 4.7011 -1.4093
O -2.9832 3.5026 0.0054
O -4.1794 -1.3617 -4.0822
O -1.6496 2.0652 1.0870
O -3.9244 2.3487 -5.2203
O -2.9156 0.8545 -6.4910
O -2.0810 4.9966 -2.4582
O -5.0170 0.2181 -2.7058
N 1.5056 1.3764 -0.4447
N -1.1260 1.3665 5.0845
N 0.5006 -4.2047 -0.8980
N -0.2666 2.3338 3.3434
N 2.6697 1.8463 -2.2400
N 2.7365 -3.7455 -0.1192
N 0.9390 -2.2049 0.3954
N 1.0157 -4.3844 1.4484
C -0.6182 3.3253 4.2200
C -1.2723 2.8220 -2.2263
C 0.6696 -2.9895 1.6136
C -1.7129 2.0125 -1.2647
C 3.2598 1.7071 -3.5430
C 1.9254 -4.3053 -1.1956
C -2.0994 2.5185 0.0498
C -2.7471 0.2927 -3.1759
C -2.0215 -0.2391 -6.5674
C 2.1060 2.5813 -0.2636
C -1.0856 4.2697 -1.9764
C 2.3649 -2.3570 0.0700
C 2.8329 2.8860 -1.3765
C -1.1418 2.7194 5.3100
C 0.1697 -2.8082 -0.6997
C -2.0659 6.4075 -2.2533
C -3.1204 1.4588 -5.3206
C 1.8594 0.9587 -1.6427
C -6.3525 -0.2321 -2.9149
C -4.0472 -0.3926 -3.3787
C 2.4307 -4.4731 1.1104
C -3.4129 4.0726 1.2349
C -0.6126 1.1393 3.8590
C -1.5222 0.3349 6.0000
C -3.1384 -0.4661 -0.2654
C -0.9851 3.6113 -5.0878
C -2.2887 1.0734 -4.1467
C 0.2394 -4.9296 0.3429
H 2.7045 -5.5213 0.9796
H -4.3992 4.4915 1.0535
H -1.0932 6.7183 -1.8692
H 2.1855 -5.3577 -1.3290
H 3.8523 0.7917 -3.5947
H -6.8366 0.4212 -3.6425
H -1.8350 0.7854 6.9390
H 2.4752 1.6650 -4.3078
H -0.4612 4.3598 4.0038
H -1.0041 0.0605 -6.2784
H 0.3781 -2.2594 -1.6289
H -1.5257 3.1310 6.2191
H -1.9871 4.0004 -4.9158
H -3.4628 3.3116 2.0162
H 3.4321 3.7439 -1.6053
H -3.4350 -1.4901 -0.5025
H -0.3938 -2.9049 1.8514
H 0.0463 2.4356 2.3896
H -6.8649 -0.1683 -1.9574
H -0.8980 3.3134 -6.1346
H 2.5717 -1.8007 -0.8489
H -0.8989 -2.7159 -0.4640
H -2.0305 -0.5545 -7.6093
H -2.7324 -0.4579 0.7495
H -2.2685 6.8863 -3.2106
H -6.3506 -1.2583 -3.2855
H 3.0179 -4.0479 1.9276
H 2.9580 -1.9348 0.8855
H -0.8244 -4.8480 0.5781
H -0.6784 -0.3348 6.1743
H 3.9065 2.5601 -3.7371
H -4.0188 0.1736 -0.3140
H -2.7175 4.8598 1.5322
H -0.2504 4.3977 -4.9048
H -2.3555 -1.0601 -5.9278
H -2.8517 6.6658 -1.5414
H 1.9844 3.1566 0.6300
H 2.1335 -3.7635 -2.1226
H 0.5006 -5.9811 0.2054
H -2.3388 -0.2525 5.5774
H 1.5493 0.0265 -2.0809
H 1.2478 -2.5672 2.4393
*
```

=====

The following is a quantum chemistry calculation of C28H42BeBrFGeN2O4Si3 as an isolated structure, from the OMol25 dataset.

* expectation value of S²: 0.777
* DFT total energy: -194199.485 eV
* highest occupied orbital energy (alpha / beta): -0.2723 / -0.3791 Ha
* orbital gap (alpha / beta): 4.78 / 7.69 eV
* energy above the lowest of the compared OMol25 structures with the same formula, charge and spin: 36.7 kcal per mole
* LUMO energy (alpha / beta): -2.6 / -2.6 eV

The geometry in ORCA input format:
```
! wB97M-V def2-TZVPD RIJCOSX def2/J DEFGRID3
* xyz 1 2
Br 3.9320 -0.4240 1.7559
Ge 1.3138 0.9729 -1.7765
Si -0.7824 0.8627 -2.9950
Si 2.4722 3.0586 -1.6048
Si 2.5481 -1.0846 -2.0917
F -1.4422 -5.8784 2.7142
O 1.0662 0.7719 0.4765
O 3.9383 1.3739 6.6658
O 0.7523 -1.4592 1.8339
O -0.7005 2.0907 0.1712
N -3.3225 -0.8875 1.2415
N 1.9445 0.6003 3.1749
C -1.5402 -0.8275 -2.6859
C -2.4478 0.0896 0.9926
C -2.8547 -2.1904 1.6153
C -0.1996 1.0263 -4.7706
C -0.2789 1.0232 0.5692
C 1.2674 1.1069 4.2134
C -0.5586 -1.3165 1.5767
C -5.1362 0.5820 0.3400
C -1.0896 -0.0586 1.1109
C -4.7822 -0.6316 1.1834
C 1.7295 -2.5627 -1.3165
C 3.8099 2.8924 -0.3096
C -5.2157 -3.0472 1.5937
C 3.2510 1.1339 5.5477
C 4.3394 -0.9441 -1.5436
C -3.2516 -4.4989 2.1626
C 1.8833 1.3904 5.4106
C -1.9770 2.2568 -2.6653
C 1.2599 4.3986 -1.1668
C -3.7378 -3.2385 1.7934
C -1.4498 -2.3783 1.7918
C 2.5613 -1.2719 -3.9598
C 3.2414 0.3577 3.3392
C -5.4834 -1.8784 0.6665
C 3.9671 0.5924 4.4723
C -0.9854 -3.6491 2.1839
C 3.1893 3.2926 -3.3184
C -1.8952 -4.6637 2.3537
Be 1.5285 -0.1789 1.6495
H 2.8481 -0.3537 -4.4764
H -4.7844 1.5221 0.7619
H 0.7191 -2.7098 -1.7014
H 2.3199 -3.4458 -1.5760
H -5.1196 -0.4559 2.2119
H 0.5731 0.3140 -5.0449
H -3.9242 -5.3337 2.2984
H -1.1442 -1.5578 -3.3946
H -2.9766 1.9532 -2.9868
H -4.7462 0.4818 -0.6751
H -6.5526 -1.6742 0.6053
H 4.9378 -1.6267 -2.1515
H -2.8359 1.0302 0.6378
H 0.1784 2.0317 -4.9654
H -1.3456 -1.2005 -1.6798
H -5.6558 -3.9666 1.2070
H 5.0195 0.3702 4.5527
H 4.4917 -1.2402 -0.5059
H 0.6369 4.6550 -2.0252
H 1.6642 -2.4998 -0.2313
H 0.2114 1.2840 4.0597
H -2.0142 2.5344 -1.6169
H 0.0701 -3.8144 2.3360
H -1.6974 3.1380 -3.2454
H 1.3086 1.8026 6.2284
H 0.6023 4.0763 -0.3584
H 3.2871 -2.0393 -4.2386
H 3.3746 1.7302 7.3637
H 4.5752 3.6574 -0.4570
H 3.8787 2.4896 -3.5864
H -6.2215 0.6468 0.2797
H 1.5877 -1.5858 -4.3356
H -1.0491 0.8632 -5.4386
H -5.1280 -2.0954 -0.3454
H -5.6930 -2.8554 2.5603
H 4.7464 0.0580 -1.6801
H 3.7390 4.2341 -3.3806
H 2.3979 3.3236 -4.0700
H 3.3888 3.0247 0.6887
H 1.7925 5.2991 -0.8534
H -2.6234 -0.7883 -2.8218
H 4.2985 1.9190 -0.3449
*
```

=====

The following is a quantum chemistry calculation of C28H42BrI2N5O2S2SiTa as an isolated structure, from the OMol25 dataset.

* DFT total energy: -158584.177 eV
* highest occupied orbital energy: -0.5749 Ha
* orbital gap: 6.21 eV
* energy above the lowest of the compared OMol25 structures with the same formula, charge and spin: 68.6 kcal per mole
* LUMO energy: -9.4 eV

The geometry in ORCA input format:
```
! wB97M-V def2-TZVPD RIJCOSX def2/J DEFGRID3
* xyz 3 1
Ta -2.0416 -0.0927 1.2924
I 0.6954 -1.4610 4.3526
I -1.4988 -3.0921 1.9427
Br 0.2696 -0.3105 0.3330
S -2.5235 1.3524 -0.6498
S -2.5589 1.0900 3.3809
Si 3.4216 -0.0563 -2.5650
O -2.5345 -0.3999 3.5185
O -1.2804 1.3672 2.6156
N -2.4905 -1.2023 -0.7819
N -3.9454 3.9058 8.1863
N -4.1669 -0.7252 1.3231
N -5.7750 0.5252 2.5364
N -3.5259 1.2729 2.1019
C 4.9594 -1.3299 -0.5648
C -4.5941 0.3467 2.0109
C 3.2733 2.7788 -2.6276
C 5.1494 -2.1341 -2.9379
C -2.9249 -2.6141 -2.6390
C -2.6676 -0.1317 -1.5615
C -0.1652 -3.2383 3.6384
C 3.1089 -2.6811 -1.5492
C 4.1771 -1.6068 -1.8593
C -3.1570 3.9771 5.9347
C 2.8299 0.3639 -5.2234
C -3.6087 1.8299 7.0458
C -2.8386 1.9130 4.7837
C -2.6310 -2.4264 -1.3084
C -2.9502 -0.2306 -2.9128
C -3.2529 1.1620 5.9158
C 0.9130 0.6925 -3.5997
C 2.1565 -0.1633 -3.9357
C 4.0720 1.7486 -0.5151
C 4.0868 1.6052 -2.0574
C 1.6819 -1.6023 -4.1959
C -3.0718 -1.4965 -3.4561
C -3.5812 3.2536 7.0853
C -5.0563 -1.7016 1.0728
C -6.3418 -1.5796 1.5281
C -6.6594 -0.4474 2.2845
C -2.8012 3.3289 4.7992
C 5.5330 1.6766 -2.5914
H 3.1292 1.4201 -0.0584
H 3.8098 3.7021 -2.3892
H -2.4859 3.8923 3.9283
H 4.6696 -2.2902 -3.9102
H 3.1643 2.7466 -3.7114
H -3.2824 -1.6177 -4.5122
H 2.2839 2.8485 -2.1709
H -3.0895 0.6678 -3.5014
H -2.4881 -3.2710 -0.6491
H 6.1594 0.8510 -2.2391
H 2.0739 0.3882 -6.0151
H -7.0785 -2.3441 1.3230
H -7.6489 -0.3148 2.7094
H 4.3124 -0.9909 0.2484
H 6.0081 -1.4714 -3.0806
H 2.7302 -3.1614 -2.4481
H 0.1565 0.4835 -4.3654
H -4.2576 3.4119 9.0049
H 0.4756 0.4458 -2.6246
H -3.9187 1.2776 7.9231
H 4.1933 2.8098 -0.2775
H 4.8888 1.2133 -0.0382
H -3.1229 5.0596 5.9669
H -4.7123 -2.5609 0.5151
H 3.6385 -0.2920 -5.5622
H 0.6214 -3.8884 3.2819
H 3.5877 -3.4579 -0.9431
H 2.2615 -2.2922 -0.9728
H 5.5705 1.6951 -3.6856
H 3.2308 1.3734 -5.1242
H 5.9832 2.6066 -2.2306
H -3.2790 0.0800 5.8861
H 1.1195 1.7603 -3.6256
H -0.7595 -3.6926 4.4165
H 2.5043 -2.2862 -4.4155
H 1.0348 -1.5866 -5.0799
H -3.0460 -3.6144 -3.0302
H -3.9462 4.9113 8.2275
H 5.5325 -3.1039 -2.6039
H 5.4279 -2.2683 -0.2497
H 1.1011 -2.0014 -3.3614
H 5.7622 -0.6051 -0.7059
*
```

=====

The following is a quantum chemistry calculation of a 3-piece molecular cluster, C28H42ClF7O10S overall, from the OMol25 dataset.

* SMILES: C=CC[C@@H]1OS(=O)(=O)[C@](COCCOCC)([C@@H](Cl)CC)[C@@H](CC(=O)F)[C@]1(C)C=C.CCOC(=O)C(F)(F)F.CCOC(=O)C(F)(F)F
* DFT total energy: -92569.069 eV
* highest occupied orbital energy: -0.3518 Ha
* orbital gap: 9.99 eV
* LUMO energy: 0.4 eV

The geometry in ORCA input format:
```
! wB97M-V def2-TZVPD RIJCOSX def2/J DEFGRID3
* xyz 0 1
Cl 2.5779 3.5325 -1.5945
S 2.6107 -0.1987 -3.7272
F -5.5721 -9.0849 3.6723
F -4.5864 -9.9290 5.4058
F -4.7189 -0.2623 7.0156
F -0.8752 -0.9223 -0.7337
F -3.6408 -8.3275 4.3030
F -3.5191 -1.9056 6.2895
F -5.6784 -1.9775 6.1057
O -4.1190 -1.3600 3.7669
O -5.4697 -6.5757 5.0908
O -0.1859 0.4514 0.8385
O -4.8757 0.6458 4.4837
O -2.1551 4.0162 -2.1828
O 2.3266 0.1551 -5.0790
O 2.2201 -1.5090 -3.3090
O 4.1632 -0.0113 -3.5412
O -0.6899 1.5096 -2.3514
O -6.0963 -8.0835 6.6517
C 5.3730 1.8461 -2.4424
C -4.6075 -1.1656 6.0503
C 7.4584 2.8940 -1.5826
C 2.3296 0.5202 -1.1485
C 4.4990 0.8360 0.1568
C -5.2802 -4.9638 6.9147
C -0.5678 2.4188 -1.2662
C -4.0369 -0.8841 2.4004
C 2.0779 2.4762 -2.9838
C 6.8510 1.8541 -2.1321
C 4.0948 -1.3981 -0.7933
C -1.6908 5.1704 -4.3035
C 1.8292 0.9790 -2.5620
C -6.1423 -5.5109 5.8018
C 4.0258 0.7852 1.3941
C -2.2503 3.9345 -3.5968
C 1.9861 3.1418 -5.4524
C 2.8966 2.8429 -4.2383
C 0.3274 0.6853 -2.8715
C 3.8848 0.1275 -1.0465
C 4.7487 0.4483 -2.2876
C -4.8119 -8.8017 4.7403
C -4.5435 -0.4875 4.6631
C 1.5034 -0.6180 -0.5049
C -5.5399 -7.7764 5.6398
C -2.7493 -0.1319 2.1545
C 0.1054 -0.2614 -0.0582
C -0.8500 3.8539 -1.6765
H -5.0949 -5.7203 7.6769
H 0.9702 2.7710 -5.3046
H 3.4149 -0.0251 1.7731
H 3.5497 -2.0282 -1.4913
H 4.2822 1.5730 2.0904
H -3.3099 3.8106 -3.8162
H 1.9386 4.2117 -5.6525
H 8.5209 3.0539 -1.7062
H -4.3166 -4.6365 6.5241
H -4.0878 -1.7835 1.7908
H -2.7077 0.7750 2.7573
H 3.6290 2.1098 -4.5453
H -2.6792 0.1456 1.1061
H -1.7704 6.0488 -3.6633
H 0.3834 2.3591 -0.7369
H 3.4354 3.7601 -4.0077
H -2.1950 5.3417 -5.2537
H 5.6227 -0.1941 -2.1808
H -0.0911 4.2575 -2.3546
H 2.2249 1.3430 -0.4461
H -6.3352 -4.7503 5.0484
H 1.9598 -0.8133 0.4620
H 5.3105 2.1690 -3.4777
H -0.7883 4.4464 -0.7583
H -1.3329 2.1515 -0.5329
H 4.9071 2.5837 -1.7941
H -1.7386 3.0404 -3.9650
H -0.6296 5.0352 -4.5287
H 5.1555 -1.6312 -0.8889
H 0.2361 0.7504 -3.9598
H 2.3612 2.6377 -6.3407
H 1.4623 -1.5243 -1.0988
H 5.4244 1.3829 0.0088
H 6.8899 3.6019 -0.9893
H 1.0903 2.8695 -3.1985
H 3.8290 -1.6766 0.2233
H -5.7739 -4.1148 7.3824
H -7.1009 -5.8713 6.1724
H 7.4042 0.9438 -2.3551
H -4.9121 -0.2752 2.1776
H -1.8919 -0.7495 2.4161
H 0.1173 -0.3578 -2.6362
*
```